[1]
Molecular formula: C15H15Cl45
Method: DFT, the ωB97M-V functional and the def2-TZVPD basis

```
75
Properties=species:S:1:pos:R:3:forces:R:3
C -5.841212 11.250947 19.040289 -0.967 0.462 -0.420
Cl -5.713709 11.511690 20.771884 0.465 0.070 0.133
Cl -5.655605 9.551717 18.638788 0.315 -0.102 -0.024
Cl -4.847846 12.318159 17.993376 -0.233 -0.545 0.744
H -6.879984 11.511296 18.848905 0.248 -0.051 -0.364
C -7.780064 7.907733 21.903294 -0.285 -0.341 0.501
Cl -7.925090 6.173079 22.198616 0.072 0.083 0.015
Cl -6.817278 8.682365 23.158038 0.014 0.131 0.294
Cl -9.389652 8.617003 21.754628 0.226 0.137 -0.035
H -7.218716 8.058807 21.011206 0.068 0.008 -0.778
C 2.448443 12.066574 22.116452 -1.021 -0.535 0.645
Cl 0.831430 12.364859 21.413776 0.639 0.126 -0.502
Cl 3.361414 10.828744 21.250645 -0.342 0.054 0.273
Cl 2.033862 11.634725 23.822039 0.873 -0.057 -0.473
H 3.067188 12.945943 22.101689 -0.169 0.370 0.113
C -4.231639 4.916413 20.033207 -1.131 0.914 -0.752
Cl -5.579014 5.982132 19.371219 0.502 -0.158 0.381
Cl -4.339367 3.418100 19.168602 0.318 -0.512 -0.020
Cl -4.358717 4.756780 21.749649 0.023 -0.074 0.409
H -3.339168 5.457526 19.781088 0.396 -0.092 -0.039
C 1.363121 5.802477 21.936218 0.001 -0.257 -0.639
Cl -0.349111 5.396094 21.871776 -0.032 -0.135 0.166
Cl 1.926605 6.220198 20.298988 0.073 -0.103 0.332
Cl 2.321456 4.508179 22.666627 -0.137 0.143 -0.145
H 1.479732 6.681259 22.530604 0.032 0.405 0.400
C 0.569912 9.199033 17.098645 -0.614 -0.247 -0.138
Cl 1.292566 7.577621 17.056634 0.227 0.173 0.105
Cl 0.474941 9.852047 15.465659 -0.055 0.067 -0.121
Cl 1.557681 10.275093 18.104802 -0.556 -0.299 0.070
H -0.483815 9.049521 17.437364 1.081 0.476 0.177
C -0.125122 13.949147 18.340091 0.128 -0.356 0.250
Cl -1.593123 12.930084 18.381339 0.210 0.600 0.438
Cl -0.241377 15.528999 19.177227 -0.307 -0.692 -0.337
Cl 0.324957 14.117123 16.664911 0.278 0.334 -0.350
H 0.659937 13.390453 18.847346 -0.208 0.122 -0.052
C -0.000072 8.648211 26.027651 -0.360 -0.811 1.039
Cl 0.246056 10.224595 26.717972 -0.036 0.389 0.031
Cl -0.869898 7.588590 27.209369 0.686 0.393 -0.450
Cl 1.515582 7.954680 25.514447 0.373 -0.317 -0.107
H -0.642591 8.666032 25.180041 -0.404 0.419 -0.457
C -0.686289 4.911003 16.740137 1.232 0.716 -0.532
Cl -1.819581 6.043617 17.474617 -0.252 0.177 -0.071
Cl -1.473547 3.849350 15.599444 -0.151 -0.058 -0.140
Cl 0.191447 4.040464 17.959425 0.115 -0.604 0.661
H 0.126948 5.488734 16.243969 -1.218 -0.305 0.012
C -4.340547 8.128576 14.684964 -0.844 0.334 0.372
Cl -5.928431 8.918348 14.697608 -0.287 0.064 0.045
Cl -3.131644 9.233835 15.210916 0.968 0.845 0.452
Cl -3.988087 7.575812 13.082917 0.137 -0.649 -0.398
H -4.395464 7.371617 15.452157 0.058 -0.615 -0.374
C -2.622387 9.262246 21.493141 0.202 -0.282 -0.669
Cl -2.261979 10.855676 20.901042 -0.084 0.523 -0.181
Cl -1.605897 8.869228 22.830688 0.386 -0.134 0.965
Cl -2.310092 8.076655 20.218985 -0.116 -0.214 -0.444
H -3.658875 9.181986 21.757136 -0.416 0.098 0.232
C -3.358838 12.785781 24.473404 0.278 -0.830 0.884
Cl -4.304025 11.291766 24.167276 0.301 0.156 0.228
Cl -1.619501 12.449636 24.731875 -0.715 -0.008 -0.533
Cl -3.954417 13.654378 25.880156 -0.240 -0.014 -0.045
H -3.539763 13.362764 23.601523 0.320 0.569 -0.520
C -5.064678 8.371894 26.730841 -0.666 0.919 1.100
Cl -4.112299 8.506404 28.236343 -0.360 0.137 -0.019
Cl -6.568527 7.453943 27.056319 0.582 0.001 -0.367
Cl -4.022323 7.741453 25.519495 0.012 -0.512 -0.897
H -5.406012 9.380855 26.452042 0.351 -0.501 0.106
C -1.635053 3.184185 26.767617 -0.604 0.001 0.576
Cl -0.445638 3.499200 25.517575 0.005 -0.360 0.027
Cl -2.818156 1.893408 26.341481 0.632 0.466 -0.022
Cl -2.510967 4.699597 27.097604 -0.049 -0.371 0.072
H -1.161550 2.867450 27.710374 -0.073 0.184 -0.689
C -4.678129 15.745102 21.868814 0.608 0.968 1.242
Cl -5.264523 16.763802 20.542980 0.195 -0.393 0.272
Cl -3.768685 14.345601 21.340334 0.284 0.035 -0.549
Cl -5.984308 15.199571 22.924434 -0.317 0.028 -0.050
H -4.014726 16.357963 22.541775 -0.665 -0.567 -1.063
```
Positions in Å, forces in eV/Å.

Calculated values
- Max |F|: 1.69 eV/A
- Frontier orbital gap: 0.40312 Eh
- ΔE to the lowest compared entry with this formula, charge and spin: 0.00 kcal per mole
- E: -21289.1289 Ha
- HOMO energy: -10.8 eV

=====

[2]
Molecular formula: C15H15Cl8NO2
Method: DFT, the ωB97M-V functional and the def2-TZVPD basis

```
41
Properties=species:S:1:pos:R:3:forces:R:3
C 15.381302 20.962149 -6.559733 0.137 0.261 0.115
N 14.704284 19.805223 -5.920439 0.362 0.024 -0.097
O 15.407730 18.855693 -5.639371 -0.155 -0.033 -0.010
O 13.516117 19.891156 -5.714859 -0.323 -0.082 0.059
H 15.703902 20.676817 -7.555700 0.005 -0.136 -0.002
H 16.245571 21.187333 -5.942701 0.074 0.031 -0.084
H 14.695300 21.798921 -6.598169 -0.034 -0.158 -0.008
Cl 9.382821 26.938732 -2.327464 -0.066 -0.135 0.086
C 10.215017 28.380327 -2.909570 -0.175 -0.320 -0.005
Cl 10.460081 28.214490 -4.649710 0.002 0.284 -0.122
Cl 9.225894 29.796268 -2.566603 0.065 0.122 -0.015
Cl 11.776852 28.501671 -2.117156 0.155 0.194 0.109
Cl 10.674678 22.398635 -5.987975 -0.192 -0.291 -0.390
C 11.431100 23.866138 -6.590591 -0.201 0.081 0.312
Cl 10.680272 25.265166 -5.812816 0.069 -0.098 -0.124
Cl 13.150186 23.837561 -6.183903 0.119 0.082 -0.026
Cl 11.237148 23.965583 -8.327842 -0.001 0.039 -0.288
C 16.231963 23.977370 -7.971829 -0.132 -0.073 0.244
C 16.805437 23.315061 -9.037794 0.240 -0.339 -0.257
C 18.107928 22.830648 -8.948032 -0.093 0.289 0.006
C 18.824615 22.988328 -7.765513 0.205 0.162 -0.147
C 18.244700 23.630126 -6.681231 -0.669 0.000 0.047
C 16.942106 24.123051 -6.787314 0.253 0.232 0.020
H 15.219493 24.345906 -8.070112 0.030 0.117 0.088
H 16.231274 23.164032 -9.944309 0.088 0.080 -0.040
H 18.565950 22.398487 -9.828336 0.052 -0.175 0.120
H 19.862984 22.682392 -7.703198 -0.114 -0.176 -0.028
H 18.764532 23.735739 -5.738016 0.165 0.050 -0.099
H 16.510063 24.681647 -5.963224 -0.023 -0.151 0.017
C 11.910753 24.579637 -0.392697 0.022 -0.636 0.210
C 12.562094 25.035420 -1.527809 0.270 -0.068 0.423
C 12.386398 24.388787 -2.737332 0.056 -0.038 -0.249
C 11.575299 23.262324 -2.817481 0.045 0.005 0.181
C 10.969858 22.761573 -1.669355 -0.200 0.446 -0.090
C 11.115135 23.436191 -0.457843 0.207 -0.156 -0.190
H 12.122540 25.024873 0.571874 -0.158 0.150 -0.056
H 13.290018 25.827848 -1.404582 -0.160 0.168 -0.267
H 12.911245 24.740044 -3.619391 -0.088 0.011 0.109
H 11.427113 22.757083 -3.764316 0.172 0.093 0.329
H 10.353936 21.873573 -1.745359 0.052 -0.015 0.126
H 10.675677 23.013564 0.438234 -0.062 0.160 -0.008
```
Positions in Å, forces in eV/Å.

Calculated values
- Max |F|: 0.67 eV/A
- Frontier orbital gap: 0.34982 Eh
- E: -4467.2154 Ha
- HOMO energy: -9.3 eV
- Structure (SMILES): C[N+](=O)[O-].ClC(Cl)(Cl)Cl.ClC(Cl)(Cl)Cl.c1ccccc1.c1ccccc1

=====

[3]
Molecular formula: C15H15F3N3O5
Method: DFT, the ωB97M-V functional and the def2-TZVPD basis

```
41
Properties=species:S:1:pos:R:3:forces:R:3
O -0.910881 5.783116 2.028909 -0.135 0.588 0.711
N -1.389809 4.651000 1.220344 -0.114 -0.250 -1.158
C -1.433641 3.592008 2.123547 -0.028 0.433 0.388
C -0.139461 3.289898 2.926347 -0.743 -0.677 0.058
C 1.097674 3.126837 2.128168 -0.598 -0.174 2.039
F 1.081559 2.032482 1.400425 -0.217 -2.028 -1.427
F 1.425181 4.093658 1.360321 0.663 2.325 -1.782
F 2.163433 2.962072 2.961249 0.916 -0.249 0.845
H -0.276972 6.186333 1.442458 0.228 0.092 -0.184
H -1.706109 2.706283 1.560676 -0.130 -0.336 -0.245
H -2.224879 3.712621 2.912787 0.040 -0.201 0.313
H 0.040515 3.992580 3.712925 0.088 0.725 0.195
H -0.287186 2.332513 3.419260 0.034 -0.332 0.215
C 1.773822 -2.974392 0.567516 0.019 -0.024 0.024
C 1.579858 -1.676178 1.020194 0.000 -0.132 -0.018
C 0.402052 -1.336010 1.666003 0.012 0.298 0.087
C -0.564094 -2.308994 1.855134 0.182 -0.039 -0.100
C -0.387459 -3.605080 1.408383 -0.087 -0.261 -0.058
C 0.790425 -3.935994 0.758767 0.078 0.091 -0.014
N -1.811944 -1.964836 2.558654 -0.165 0.023 0.087
O -1.954117 -0.819479 2.929639 0.002 -0.245 -0.050
O -2.625467 -2.861873 2.729303 0.151 0.216 -0.035
H 2.693552 -3.236761 0.061508 -0.002 0.037 -0.022
H 2.344728 -0.927848 0.867201 -0.042 0.045 -0.007
H 0.250310 -0.322298 2.011092 -0.111 -0.028 0.025
H -1.153559 -4.350642 1.561032 -0.073 0.097 0.071
H 0.942543 -4.946555 0.402707 -0.017 -0.011 0.015
C -1.666454 -1.369451 -4.294056 -0.007 0.001 -0.009
C -1.059294 -0.159486 -4.600445 -0.037 -0.120 0.020
C 0.172866 0.157212 -4.053340 -0.001 0.231 -0.135
C 0.781239 -0.750310 -3.207755 -0.141 -0.045 -0.056
C 0.188632 -1.956722 -2.885627 -0.002 -0.241 0.130
C -1.044790 -2.264891 -3.434639 -0.036 0.082 -0.079
N 2.095478 -0.423211 -2.631534 0.090 0.122 0.160
O 2.579340 0.656897 -2.903069 -0.032 -0.262 0.017
O 2.612287 -1.257759 -1.907831 0.014 0.148 -0.207
H -2.629103 -1.614015 -4.723972 -0.007 0.009 0.014
H -1.547434 0.539976 -5.264782 0.009 0.027 0.017
H 0.645413 1.100294 -4.283934 0.095 -0.026 0.096
H 0.673903 -2.648907 -2.212925 0.089 0.097 0.029
H -1.522156 -3.204087 -3.190640 0.012 -0.004 0.027
```
Positions in Å, forces in eV/Å.

Calculated values
- Max |F|: 3.00 eV/A
- Total charge: -1
- Frontier orbital gap: 0.08660 Eh
- E: -1420.4145 Ha
- HOMO energy: -1.1 eV